# 1
Formula: C14H28F3NO29P2S6
Source: OMol25
Level of theory: the ωB97M-V functional and the def2-TZVPD basis

Properties
DFT total energy = -6158.34906 Ha
gap between HOMO and LUMO = 9.622 eV
maximum force = 2.1 eV/A
SMILES = O=C(NC(F)(F)F)OPP(=O)(O)O.O=S1(=O)OCCO1.O=S1(=O)OCCO1.O=S1(=O)OCCO1.O=S1(=O)OCCO1.O=S1(=O)OCCO1.O=S1(=O)OCCO1

Atoms and positions in Å:
O (0.17282, 4.00074, -2.26781)
C (-0.78432, 3.31628, -2.52209)
N (-0.93679, 1.93527, -2.11681)
C (-0.02643, 0.99937, -2.67711)
F (0.70904, 0.41025, -1.73961)
F (0.78609, 1.54938, -3.56928)
F (-0.69808, 0.02264, -3.30800)
O (-1.85259, 3.82595, -3.17151)
P (-2.85612, 2.72026, -3.99923)
P (-4.37922, 1.95645, -2.63900)
O (-5.60511, 1.84282, -3.44500)
O (-3.87026, 0.52894, -2.11964)
O (-4.64467, 2.83969, -1.35000)
H (-0.98698, 1.84739, -1.10807)
H (-3.60896, 3.60392, -4.79051)
H (-3.40988, 0.05305, -2.82671)
H (-3.94709, 2.78111, -0.68159)
O (4.28930, 1.16917, 1.56586)
S (3.52120, 2.35677, 1.58463)
O (2.75979, 2.75609, 2.71568)
O (2.57228, 2.34559, 0.29416)
C (2.81518, 3.50480, -0.51373)
C (4.26550, 3.85002, -0.25414)
O (4.44682, 3.58614, 1.14397)
H (2.14865, 4.30212, -0.18082)
H (2.61406, 3.28177, -1.55711)
H (4.49661, 4.88817, -0.47579)
H (4.93976, 3.19893, -0.81487)
O (4.89375, -0.07278, -0.25340)
S (6.24497, -0.49525, -0.29847)
O (7.30914, 0.42135, -0.08640)
O (6.49559, -1.28107, -1.67715)
C (6.98026, -2.60541, -1.41247)
C (6.38973, -2.96596, -0.06823)
O (6.44703, -1.73920, 0.67910)
H (8.07078, -2.57272, -1.37231)
H (6.66678, -3.28153, -2.20343)
H (6.94642, -3.75273, 0.43894)
H (5.34055, -3.26088, -0.15966)
O (-6.57096, 3.81729, -0.45151)
S (-7.40070, 4.97015, -0.46974)
O (-6.93245, 6.20125, -1.00049)
O (-7.95091, 5.21370, 1.02034)
C (-9.38334, 5.23113, 1.01660)
C (-9.76705, 4.33629, -0.14205)
O (-8.79503, 4.62568, -1.14858)
H (-9.71657, 6.25736, 0.85305)
H (-9.76427, 4.87247, 1.96955)
H (-10.76564, 4.53897, -0.51750)
H (-9.68451, 3.27928, 0.12164)
O (-12.24973, 6.49269, -2.71472)
S (-11.03719, 7.16732, -2.41373)
O (-9.92686, 6.47406, -1.86710)
O (-11.38368, 8.43190, -1.49247)
C (-10.90729, 9.63815, -2.10535)
C (-10.95663, 9.34987, -3.59091)
O (-10.54810, 7.97984, -3.69687)
H (-9.88559, 9.81671, -1.76517)
H (-11.53673, 10.47662, -1.81984)
H (-10.29011, 9.98563, -4.16644)
H (-11.97204, 9.43659, -3.98298)
O (8.27940, -7.74510, 1.65520)
S (7.33399, -6.69277, 1.52937)
O (7.69867, -5.44904, 0.93807)
O (6.68649, -6.42499, 2.95679)
C (5.25521, -6.55970, 2.88970)
C (5.02699, -7.56196, 1.78300)
O (6.03203, -7.22642, 0.79419)
H (4.83039, -5.58298, 2.64846)
H (4.86685, -6.89897, 3.84511)
H (4.03312, -7.48967, 1.34979)
H (5.21265, -8.57843, 2.13311)
O (5.27241, -9.56397, 3.69833)
S (5.58657, -10.52994, 4.69966)
O (4.58134, -11.07782, 5.53253)
O (6.76511, -9.93548, 5.59006)
C (7.89702, -10.82002, 5.57498)
C (7.81509, -11.50615, 4.22791)
O (6.40566, -11.71695, 4.02767)
H (7.78922, -11.52922, 6.39732)
H (8.81563, -10.25431, 5.70154)
H (8.34370, -12.45433, 4.20238)
H (8.18224, -10.86163, 3.42679)



# 2
Formula: C14H28FO10S2
Source: OMol25
Level of theory: the ωB97M-V functional and the def2-TZVPD basis

Properties
DFT total energy = -2198.89766 Ha
energy relative to the best compared isomer or geometry (same formula, charge and spin) = 0.00 kcal per mole
gap between HOMO and LUMO = 7.616 eV
maximum force = 1.8 eV/A
total charge = -1

Atoms and positions in Å:
F (1.60817, 9.09055, -5.07824)
O (5.21954, 7.37853, -5.56374)
C (4.88451, 7.35099, -6.69428)
O (5.81604, 7.36033, -7.69843)
C (5.19344, 7.03274, -8.95824)
C (3.70457, 7.37992, -8.78021)
C (3.46234, 7.39059, -7.27768)
H (5.28733, 5.94283, -8.96669)
H (5.74548, 7.53919, -9.73973)
H (3.20112, 6.58250, -9.33851)
H (3.42134, 8.29010, -9.31540)
H (3.00667, 6.43324, -7.01858)
H (2.88299, 8.19281, -6.81684)
O (2.77642, 5.29622, -4.33483)
C (1.82959, 5.12156, -5.00563)
O (1.79396, 4.07348, -5.91028)
C (0.53324, 3.99258, -6.54045)
C (-0.03879, 5.38852, -6.46076)
C (0.50288, 5.85728, -5.11083)
H (-0.10982, 3.21164, -6.10874)
H (0.66038, 3.63720, -7.56889)
H (-1.12322, 5.39488, -6.52199)
H (0.48679, 5.97570, -7.21307)
H (-0.14203, 5.68975, -4.24530)
H (0.63239, 6.95362, -5.09534)
O (-1.78246, 10.29738, -5.29526)
S (-2.18838, 9.48256, -4.20442)
O (-3.48037, 9.64262, -3.61704)
O (-2.03081, 7.98811, -4.73069)
C (-2.68461, 6.98065, -3.89661)
C (-4.13800, 6.73377, -4.32772)
C (-0.89221, 9.57486, -3.03806)
H (-2.64686, 7.27427, -2.85015)
H (-2.12552, 6.07836, -4.12988)
H (-4.67594, 7.63872, -4.58041)
H (-4.59746, 6.27084, -3.44054)
H (-4.23569, 5.95562, -5.08336)
H (-0.77601, 8.65331, -2.47784)
H (-1.11533, 10.38075, -2.33731)
H (-0.03402, 9.85574, -3.66010)
O (4.08339, 11.26852, -4.40067)
S (3.26410, 12.35007, -4.78933)
O (2.51219, 13.10653, -3.84914)
O (4.27632, 13.39781, -5.48708)
C (5.05470, 12.90118, -6.55185)
C (6.44917, 13.56049, -6.51846)
C (2.15548, 11.98476, -6.12353)
H (4.61140, 13.06914, -7.54236)
H (5.19230, 11.81805, -6.49113)
H (6.47071, 14.39974, -5.82846)
H (6.82555, 13.70970, -7.52574)
H (7.12669, 12.84328, -6.03939)
H (1.15362, 11.85552, -5.74163)
H (2.52513, 11.09555, -6.62351)
H (2.24012, 12.82543, -6.81282)



# 3
Formula: C14H28N2PS2
Source: OMol25
Level of theory: the ωB97M-V functional and the def2-TZVPD basis

Properties
DFT total energy = -1797.16413 Ha
gap between HOMO and LUMO = 3.874 eV
maximum force = 1.8 eV/A
total charge = +1

Atoms and positions in Å:
C (-3.64127, 1.14304, -1.15216)
C (-2.62240, 1.81968, -0.23123)
C (-2.71814, 3.34373, -0.36260)
C (-2.94861, 1.43385, 1.20417)
N (-1.24468, 1.36960, -0.60119)
P (-0.00134, 0.90009, 0.52967)
H (-0.00314, -0.57755, 0.31293)
N (1.24460, 1.36714, -0.59965)
C (2.62179, 1.81447, -0.22924)
C (3.63946, 1.13596, -1.15048)
C (2.94844, 1.42831, 1.20623)
C (2.72054, 3.33851, -0.35994)
C (0.68543, 1.77992, -1.79603)
C (-0.68477, 1.78013, -1.79635)
H (-3.49941, 0.05467, -1.14146)
H (-4.65700, 1.34386, -0.77178)
H (-3.58760, 1.49913, -2.19015)
H (-2.02173, 3.82375, 0.33827)
H (-2.51143, 3.69862, -1.38154)
H (-3.73029, 3.67551, -0.09321)
H (-2.35042, 1.99874, 1.92571)
H (-4.00075, 1.69975, 1.37460)
H (-2.84674, 0.35795, 1.38128)
H (3.58588, 1.49235, -2.18839)
H (4.65586, 1.33436, -0.77037)
H (3.49485, 0.04789, -1.13981)
H (2.35140, 1.99453, 1.92802)
H (2.84481, 0.35246, 1.38371)
H (4.00089, 1.69265, 1.37598)
H (2.02434, 3.81937, 0.34091)
H (3.73305, 3.66880, -0.08970)
H (2.51499, 3.69429, -1.37896)
H (1.32636, 2.13528, -2.59760)
H (-1.32371, 2.13690, -2.60001)
C (0.00023, -5.83128, 0.38305)
C (-1.26480, -5.21825, 0.95428)
S (-1.45132, -3.45729, 0.52504)
C (-0.00040, -2.81606, 1.07766)
S (1.45084, -3.45652, 0.52522)
C (1.26507, -5.21769, 0.95429)
H (0.00039, -6.89938, 0.61120)
H (0.00016, -5.68017, -0.70277)
H (-2.14855, -5.69099, 0.51271)
H (-1.32706, -5.28470, 2.04577)
H (-0.00029, -2.07077, 1.87536)
H (1.32753, -5.28438, 2.04577)
H (2.14891, -5.69028, 0.51282)



# 4
Formula: C14H28N5O2S
Source: OMol25
Level of theory: the ωB97M-V functional and the def2-TZVPD basis

Properties
DFT total energy = -1372.42202 Ha
energy relative to the best compared isomer or geometry (same formula, charge and spin) = 9.85 kcal per mole
gap between HOMO and LUMO = 8.640 eV
maximum force = 1.9 eV/A
total charge = +1

Atoms and positions in Å:
C (-0.45009, 1.42334, -0.14424)
C (-0.93690, 0.59200, -1.28652)
O (-1.05115, 0.98959, -2.42170)
O (-1.29686, -0.67894, -0.91352)
C (-0.56048, -1.71985, -1.54287)
C (0.93899, -1.45546, -1.68431)
C (1.27267, -1.08260, -3.12140)
N (2.67009, -0.64191, -3.30695)
S (3.33926, -0.54505, -4.85661)
C (3.50308, -0.27842, -2.29890)
N (3.75128, 1.04420, -2.04708)
N (4.08021, -1.22442, -1.53538)
H (0.48880, 1.02264, 0.22204)
H (-1.15902, 1.29943, 0.66941)
H (-0.36231, 2.45597, -0.43630)
H (-0.97977, -1.98907, -2.50856)
H (-0.69076, -2.58805, -0.91186)
H (1.31049, -0.74739, -0.94911)
H (1.43622, -2.40128, -1.47999)
H (1.13918, -1.96970, -3.73141)
H (0.61745, -0.31971, -3.52812)
H (2.63347, 0.48044, -5.38415)
H (4.38165, 1.45379, -2.73775)
H (4.18946, 1.14877, -1.13684)
H (3.44887, -1.86674, -1.06275)
H (4.75067, -0.83726, -0.88385)
C (0.84391, 2.18416, 3.64930)
C (2.05763, 1.47457, 4.24006)
C (3.28639, 1.52606, 3.32221)
C (3.06671, 0.80308, 2.07368)
N (2.89476, 0.22328, 1.09789)
H (0.51008, 1.70486, 2.72682)
H (0.01229, 2.16146, 4.35072)
H (1.06860, 3.22905, 3.42897)
H (1.80519, 0.43658, 4.46070)
H (2.32468, 1.94269, 5.18715)
H (4.14846, 1.08614, 3.82602)
H (3.54591, 2.56079, 3.09297)
C (-6.06691, -1.77255, 1.31863)
C (-5.67264, -1.06664, 0.02609)
C (-4.23475, -0.53771, 0.04931)
C (-4.03081, 0.50799, 1.04899)
N (-3.86650, 1.32401, 1.83859)
H (-6.04265, -1.08870, 2.16800)
H (-7.07786, -2.17031, 1.24232)
H (-5.39369, -2.60507, 1.53184)
H (-6.36507, -0.24662, -0.16883)
H (-5.76526, -1.76441, -0.80754)
H (-3.97919, -0.12832, -0.92871)
H (-3.53380, -1.34873, 0.24356)



> Which of these has the lowest DFT total energy?

C14H28F3NO29P2S6



> Which of these has the highest DFT total energy?

C14H28N5O2S